[1]
Density functional theory data (wB97M-V/def2-TZVPD) for C2Cl7CuO34Y as an isolated structure in a non-equilibrium geometry.

Output
- LUMO energy: 11.04 eV
- <S²>: 0.76
- Charge: -6
- Gap between HOMO and LUMO: 4.029 eV
- E_HOMO: 7.01 eV
- Spin multiplicity: 2

XYZ file:
```
45
Properties=species:S:1:pos:R:3:forces:R:3
Y -0.1916 0.4259 0.8230 0.0 0.1 -1.5
Cu 1.6851 -0.0709 -3.5209 -1.8 0.5 1.4
Cl 2.6696 3.1723 -3.5971 -6.5 -4.6 5.1
Cl -3.0588 1.1093 2.3746 4.8 -0.7 -0.1
Cl -4.6791 -1.9297 -1.4020 1.0 5.3 -0.4
Cl -0.5176 -3.1083 1.6088 -6.7 -0.1 0.9
Cl 3.6795 -0.0646 0.7738 2.4 -1.9 -3.9
Cl -0.1051 -3.1652 -3.4975 -6.4 3.5 3.2
Cl 1.1569 0.8820 4.6719 3.0 4.8 -1.9
O -3.3306 0.8557 3.7977 -1.2 0.6 -1.7
O 1.2005 -2.6918 -3.8701 1.1 1.2 -1.5
O -0.6513 -2.6947 2.8825 -1.5 5.8 8.1
O 0.5414 0.1345 3.6991 -2.3 -1.1 -6.1
O 4.1135 1.2284 0.4453 0.2 2.0 -0.9
O 0.4093 2.1225 4.9163 0.3 -1.2 1.0
O -4.9620 -1.5924 -2.7755 -1.0 -2.2 -2.1
O 0.9193 2.4007 0.5988 -0.6 0.7 1.3
O 1.7478 2.4623 -4.5492 2.2 1.4 -1.2
O -2.9189 -0.1175 1.6021 -1.0 0.7 0.8
O 2.8008 2.1578 -2.5366 1.1 0.3 -0.9
O -1.5793 1.6207 2.3991 -2.3 0.1 -0.5
O -5.4852 -3.0201 -0.8906 0.4 -1.2 -0.3
O -0.1848 -3.1995 -2.0808 1.3 -0.7 1.1
O -3.8887 2.0798 1.6980 -0.1 -0.6 1.3
O 4.6173 -0.5677 1.7008 1.3 -1.4 2.1
O -0.2063 -2.0067 0.7610 -0.2 1.0 -2.0
O 0.3288 0.1519 -1.4179 8.2 -1.4 4.9
O 3.6498 -0.9609 -0.3879 0.8 0.7 0.1
O -3.2656 -1.9502 -1.2601 0.0 -2.5 0.5
O -1.7168 0.6635 -1.1323 -2.0 1.6 4.7
O 3.9401 3.5916 -3.9803 2.8 1.3 -2.6
O 1.4054 4.5727 0.8379 -0.5 1.4 0.2
O 2.2183 3.2080 2.1909 0.8 0.1 1.8
O -1.8393 -3.7777 1.4631 1.6 -0.1 -3.2
O 2.3937 -0.0782 1.2596 -4.7 0.4 2.4
O 2.5397 1.3095 4.3020 -1.8 -1.0 1.0
O 0.5239 -3.9373 1.7870 6.8 -6.5 -3.3
O -0.3401 -4.4337 -4.0375 0.9 -3.9 -2.1
O 1.1683 -0.0770 5.6650 1.0 -1.5 6.4
O 1.8893 4.2304 -3.0038 0.7 1.3 -1.1
O -1.3643 -2.3901 -3.8430 3.5 -0.5 -1.3
O -5.0985 -0.7095 -0.7589 -1.4 0.3 2.1
O -0.9041 0.3194 -3.1042 0.6 1.0 -2.0
C -0.7447 0.4466 -1.8546 -4.4 -0.8 -6.6
C 1.4346 3.3984 1.2426 -0.2 -2.2 -3.0
```
Positions in Å, forces in eV/Å.

***

[2]
Density functional theory data (wB97M-V/def2-TZVPD) for a 2-piece molecular cluster, C2ClF3 overall in a non-equilibrium geometry.

Output
- LUMO energy: -0.64 eV
- Charge: 0
- Gap between HOMO and LUMO: 9.607 eV
- E_HOMO: -10.24 eV

XYZ file:
```
6
Properties=species:S:1:pos:R:3:forces:R:3
Cl 0.7382 -0.4597 1.1031 0.0 0.7 1.8
F 1.5113 -0.8903 -1.1137 0.1 0.2 -0.4
F -0.8298 0.6474 -0.9563 -0.6 -0.4 -0.4
F -1.8175 0.8572 0.8801 -0.1 -0.3 -0.5
C -0.9138 1.3880 0.0971 0.1 1.2 0.4
C 1.3116 -1.5426 -0.0103 0.6 -1.4 -0.9
```
Positions in Å, forces in eV/Å.

***

[3]
Density functional theory data (wB97M-V/def2-TZVPD) for a 2-piece molecular cluster, C2ClF3O overall in a non-equilibrium geometry.

Output
- LUMO energy: 0.11 eV
- Charge: 0
- Gap between HOMO and LUMO: 11.426 eV
- E_HOMO: -11.31 eV

XYZ file:
```
7
Properties=species:S:1:pos:R:3:forces:R:3
Cl -0.3135 -2.4238 0.4763 0.5 0.4 -0.2
F -1.4204 2.3289 -1.2196 -0.4 0.0 0.1
F -0.5444 0.5021 -0.8765 -0.5 -0.6 -0.1
F 1.8531 -1.0091 0.4095 -1.8 -0.1 0.3
O 0.1545 -0.1277 1.5727 0.1 0.3 0.1
C -0.2893 1.7049 -1.2462 0.7 0.9 -0.4
C 0.5600 -0.9754 0.8838 1.4 -0.8 0.2
```
Positions in Å, forces in eV/Å.

***

[4]
Density functional theory data (wB97M-V/def2-TZVPD) for a 2-piece molecular cluster, C2ClNO2 overall in a non-equilibrium geometry.

Output
- LUMO energy: -0.12 eV
- Charge: 0
- Gap between HOMO and LUMO: 10.589 eV
- E_HOMO: -10.71 eV

XYZ file:
```
6
Properties=species:S:1:pos:R:3:forces:R:3
Cl 0.1115 -1.5339 2.5450 -0.1 0.4 -0.3
O 0.5176 0.1131 -2.6899 1.2 0.2 -0.6
O -0.2449 1.5593 0.3910 0.0 0.4 -0.5
N 0.1518 -0.6003 1.1705 0.8 -3.5 0.7
C -0.0556 0.4869 0.7973 -0.7 2.7 0.2
C -0.4804 -0.0251 -2.2138 -1.2 -0.2 0.5
```
Positions in Å, forces in eV/Å.